No. 1
ORCA calculation (ωB97M-V with the def2-TZVPD basis set) on a cluster of 2 separate species, CH7N2 in total at a distorted geometry.

ΔE to the lowest compared entry with this formula, charge and spin	241.23	kJ/mol
total energy	-4121.4121	eV
largest force on an atom	2.3	eV Å⁻¹
frontier orbital gap	0.3158	hartree
charge	+1
multiplicity	1

CARTESIAN COORDINATES (ANGSTROEM)
N1 1.359 -0.259 0.960
H1 2.222 -0.130 0.439
H2 1.288 0.477 1.664
H3 1.404 -1.157 1.443
H4 0.427 -0.215 0.335
C1 -1.340 0.312 -1.357
N2 -0.913 0.551 -0.152
H5 -2.024 0.954 -1.885
H6 -0.922 -0.527 -1.940
H7 -1.500 -0.005 0.493



No. 2
ORCA calculation (ωB97M-V with the def2-TZVPD basis set) on the molecule C5H11NO.

ΔE to the lowest compared entry with this formula, charge and spin	40.95	kJ/mol
total energy	-8901.2729	eV
largest force on an atom	0.3	eV Å⁻¹
frontier orbital gap	0.3682	hartree
SMILES	CCN(C)C(C)=O
charge	0
multiplicity	1

CARTESIAN COORDINATES (ANGSTROEM)
C1 1.489 -1.766 -0.204
C2 1.077 -0.482 -0.915
N1 0.103 0.321 -0.187
C3 0.512 0.948 1.058
C4 -1.225 0.118 -0.476
C5 -2.211 1.110 0.113
O1 -1.597 -0.773 -1.224
H1 2.117 -2.376 -0.861
H2 0.601 -2.349 0.059
H3 2.060 -1.561 0.709
H4 0.616 -0.725 -1.874
H5 1.953 0.149 -1.113
H6 1.603 0.930 1.118
H7 0.190 1.992 1.124
H8 0.124 0.412 1.935
H9 -3.112 1.056 -0.501
H10 -1.820 2.132 0.096
H11 -2.481 0.863 1.145



No. 3
ORCA calculation (ωB97M-V with the def2-TZVPD basis set) on the molecule C5H5NO at a distorted geometry.

ΔE to the lowest compared entry with this formula, charge and spin	206.92	kJ/mol
expectation value of S²	2.026
total energy	-8796.7559	eV
largest force on an atom	5.0	eV Å⁻¹
frontier orbital gap (alpha / beta)	0.2890 / 0.2610	hartree
charge	0
multiplicity	3

CARTESIAN COORDINATES (ANGSTROEM)
C1 -1.078 -0.695 -0.943
C2 -0.868 0.622 -0.603
C3 -0.567 -1.795 -0.241
C4 0.171 0.790 0.415
C5 1.410 1.377 0.979
N1 0.702 0.104 1.333
O1 -0.177 -1.686 0.904
H1 -1.446 -0.895 -1.882
H2 -1.280 1.314 -1.241
H3 -0.595 -2.694 -0.835
H4 2.377 1.482 0.330
H5 1.352 2.075 1.786



No. 4
ORCA calculation (ωB97M-V with the def2-TZVPD basis set) on a cluster of 2 separate species, C6H15P in total at a distorted geometry.

ΔE to the lowest compared entry with this formula, charge and spin	244.99	kJ/mol
total energy	-15750.6082	eV
largest force on an atom	4.7	eV Å⁻¹
frontier orbital gap	0.3458	hartree
charge	0
multiplicity	1

CARTESIAN COORDINATES (ANGSTROEM)
C1 -1.623 0.755 1.413
C2 -2.132 -1.453 0.547
C3 1.467 0.465 -2.164
C4 0.231 -0.617 0.218
C5 -1.228 -0.239 0.375
C6 1.445 0.899 -0.693
P1 3.099 0.831 0.055
H1 -1.786 0.424 2.403
H2 -0.865 1.437 1.469
H3 -2.641 1.213 1.181
H4 -2.019 -1.726 1.557
H5 -1.797 -2.376 0.084
H6 -3.181 -1.131 0.557
H7 1.571 -0.625 -2.456
H8 2.305 1.027 -2.737
H9 0.588 0.722 -2.720
H10 0.376 -1.504 -0.393
H11 0.872 -0.706 1.089
H12 -1.520 0.161 -0.641
H13 1.058 1.873 -0.721
H14 3.102 -0.475 0.192
H15 2.678 1.046 1.385



Which formula does entry 4 have?
C6H15P



Among the records above, which one has the lowest ΔE to the lowest compared entry with this formula, charge and spin?
C5H11NO



Please write out number 2 again, unchanged.
ORCA calculation (ωB97M-V with the def2-TZVPD basis set) on the molecule C5H11NO.

ΔE to the lowest compared entry with this formula, charge and spin	40.95	kJ/mol
total energy	-8901.2729	eV
largest force on an atom	0.3	eV Å⁻¹
frontier orbital gap	0.3682	hartree
SMILES	CCN(C)C(C)=O
charge	0
multiplicity	1

CARTESIAN COORDINATES (ANGSTROEM)
C1 1.489 -1.766 -0.204
C2 1.077 -0.482 -0.915
N1 0.103 0.321 -0.187
C3 0.512 0.948 1.058
C4 -1.225 0.118 -0.476
C5 -2.211 1.110 0.113
O1 -1.597 -0.773 -1.224
H1 2.117 -2.376 -0.861
H2 0.601 -2.349 0.059
H3 2.060 -1.561 0.709
H4 0.616 -0.725 -1.874
H5 1.953 0.149 -1.113
H6 1.603 0.930 1.118
H7 0.190 1.992 1.124
H8 0.124 0.412 1.935
H9 -3.112 1.056 -0.501
H10 -1.820 2.132 0.096
H11 -2.481 0.863 1.145



Which value of multiplicity does entry 4 give?
1